Record 1
19
Properties=species:S:1:pos:R:3 method="wB97M-V/def2-TZVPD" relative_energy_kcal_mol=1.98 smiles=Cc1ccc(O)cc1.O lumo_energy_ev=0.8 gap_ev=9.4305 energy_ha=-423.19676 mol_weight_g_mol=126.2 largest_force_ev_per_a=2.0
C -3.0444 0.8673 -0.0618
C -1.6176 0.5734 0.2464
C -0.7633 0.3425 -0.8157
C 0.6058 0.0312 -0.7048
C 1.0364 -0.0263 0.6177
O 2.3535 -0.4737 0.8214
C 0.2124 0.1171 1.7563
C -1.1235 0.4796 1.5486
H -3.6094 -0.0037 -0.4344
H -2.9897 1.6210 -0.8653
H -3.5909 1.3021 0.7919
H -1.1724 0.2526 -1.8307
H 1.2679 -0.2363 -1.5389
H 2.7662 -0.1069 1.6408
H 0.6647 -0.0155 2.7480
H -1.7387 0.4170 2.4560
O 3.9149 -1.5650 -2.2903
H 3.4123 -2.3648 -2.5657
H 3.4157 -1.2116 -1.5194

---

Record 2
318
Properties=species:S:1:pos:R:3 method="wB97M-V/def2-TZVPD" smiles="O=C1c2ccccc2C(=O)c2ccccc21.O=C1c2ccccc2C(=O)c2ccccc21.O=C1c2ccccc2C(=O)c2ccccc21.O=C1c2ccccc2C(=O)c2ccccc21.O=C1c2ccccc2C(=O)c2ccccc21.O=C1c2ccccc2C(=O)c2ccccc21.O=C1c2ccccc2C(=O)c2ccccc21.CC1(C)CCCC(C)(C)N1O.CC1(C)CCCC(C)(C)N1O.CC1(C)CCCC(C)(C)N1O.CC1(C)CCCC(C)(C)N1O.CC1(C)CCCC(C)(C)N1O" lumo_energy_ev=-1.3 gap_ev=7.4536 energy_ha=-7242.85326 mol_weight_g_mol=2243.8 largest_force_ev_per_a=4.0
O 16.5099 21.6772 16.3147
C 16.7669 22.6307 17.0630
C 18.1614 23.0970 17.1662
C 19.1891 22.5923 16.4310
C 20.5298 22.9497 16.5131
C 20.9168 23.9494 17.4081
C 19.9082 24.6027 18.0810
C 18.5371 24.1832 18.0017
C 17.5581 24.8430 18.8323
O 17.8134 25.8256 19.5312
C 16.1261 24.2998 18.8213
C 15.1221 25.0018 19.5147
C 13.8425 24.7089 19.3763
C 13.4124 23.6891 18.5307
C 14.3780 22.8919 17.8927
C 15.7366 23.2483 17.9939
H 18.9023 21.7617 15.7726
H 21.2666 22.3930 15.9465
H 21.9677 24.2161 17.4556
H 20.1342 25.4494 18.7375
H 15.3627 25.7757 20.2307
H 13.0269 25.2482 19.8595
H 12.3486 23.4364 18.4295
H 13.9923 22.0799 17.2973
O 32.8462 21.1691 18.5902
C 32.6669 20.1874 19.2809
C 31.2310 19.7055 19.4784
C 30.1378 20.3632 18.9028
C 28.8169 19.8810 18.9950
C 28.4924 18.7977 19.8710
C 29.6343 18.2489 20.5406
C 30.9193 18.6618 20.3318
C 31.9863 17.9043 21.0325
O 31.7633 16.9856 21.7849
C 33.3887 18.3499 20.8136
C 34.3761 17.6607 21.4947
C 35.6922 18.1281 21.3471
C 36.0486 19.2673 20.6351
C 35.0623 19.9696 19.9908
C 33.7562 19.4697 20.0020
H 30.2861 21.2395 18.3000
H 28.0456 20.3640 18.4029
H 27.4740 18.5138 20.1016
H 29.6558 17.4032 21.2265
H 34.1832 16.7587 22.0528
H 36.4580 17.6019 21.9317
H 37.0722 19.6097 20.7252
H 35.3110 20.8699 19.4645
O 29.7709 22.2310 22.0091
C 29.6875 21.3407 22.8552
C 30.8874 20.6028 23.3905
C 32.1876 20.9894 22.9157
C 33.2625 20.2133 23.3042
C 33.0277 19.1680 24.2754
C 31.7820 18.8701 24.7499
C 30.6594 19.5572 24.2763
C 29.3522 19.0633 24.8154
O 29.2708 18.0779 25.5516
C 28.1809 19.9199 24.4251
C 26.9711 19.6404 25.0416
C 25.8805 20.4638 24.7493
C 26.0149 21.4936 23.8758
C 27.2263 21.7840 23.2010
C 28.3456 20.9889 23.4788
H 32.1233 21.7943 22.1975
H 34.2822 20.4783 23.0317
H 33.8857 18.6345 24.6768
H 31.5589 18.1313 25.5031
H 26.9396 18.8892 25.8086
H 24.9226 20.2204 25.2071
H 25.1534 22.1055 23.6213
H 27.2033 22.6551 22.5476
O 29.0960 17.8422 15.5109
C 29.8624 17.2199 16.2340
C 31.3000 17.5340 16.3736
C 31.8878 18.7027 15.7443
C 33.2884 18.9778 15.8567
C 34.1187 18.1479 16.6852
C 33.5406 17.0372 17.2912
C 32.1753 16.7466 17.1487
C 31.6697 15.5472 17.9179
O 32.4665 14.8720 18.5272
C 30.2406 15.3354 17.9933
C 29.7408 14.4543 18.9950
C 28.3806 14.1722 19.1191
C 27.4805 14.8208 18.2464
C 27.9087 15.8798 17.4527
C 29.2927 16.0999 17.2285
H 31.1850 19.3139 15.1920
H 33.6340 19.9286 15.4795
H 35.1581 18.4082 16.8714
H 34.0473 16.3557 17.9754
H 30.5149 14.1586 19.6760
H 28.0471 13.4247 19.8395
H 26.4209 14.6201 18.2505
H 27.2451 16.5971 16.9665
O 17.6438 15.9417 22.1882
C 16.9386 16.8945 21.7545
C 15.8023 17.4066 22.5342
C 15.3817 16.7599 23.6858
C 14.3376 17.1694 24.4924
C 13.6484 18.3369 24.0867
C 14.0442 18.9706 22.8646
C 15.1120 18.5552 22.1082
C 15.5190 19.3324 20.9069
O 15.0718 20.4476 20.7171
C 16.5203 18.6617 19.9726
C 16.8252 19.2434 18.7500
C 17.7863 18.6980 17.9542
C 18.4070 17.5588 18.3535
C 18.1357 16.9085 19.5690
C 17.2020 17.4825 20.4035
H 15.8879 15.8114 23.8455
H 14.0637 16.5991 25.3854
H 12.7561 18.7147 24.5800
H 13.4740 19.7856 22.4662
H 16.2664 20.1241 18.5072
H 18.1559 19.2137 17.0750
H 19.1351 17.1066 17.7005
H 18.6821 15.9875 19.8048
O 20.0004 16.1950 29.1642
C 20.6817 16.7353 28.2834
C 22.1824 16.7613 28.3905
C 22.7729 16.1331 29.4679
C 24.1763 16.0761 29.6602
C 24.9708 16.7615 28.7263
C 24.3809 17.3298 27.6278
C 23.0102 17.3945 27.4494
C 22.4728 18.1338 26.3345
O 23.2169 18.6210 25.4766
C 20.9675 18.1536 26.1813
C 20.3955 18.7339 25.0341
C 19.0319 18.7923 24.8841
C 18.2085 18.2691 25.8145
C 18.7575 17.7061 26.9828
C 20.1157 17.5326 27.1304
H 22.1533 15.6702 30.2344
H 24.5499 15.4411 30.4521
H 26.0146 16.8737 28.9447
H 24.9449 17.8815 26.8656
H 20.9907 19.1931 24.2665
H 18.6541 19.2443 23.9854
H 17.1270 18.3361 25.7395
H 18.1139 17.2300 27.7150
O 20.4283 20.4705 18.4077
C 21.3633 19.9664 19.0151
C 21.7296 20.3954 20.4282
C 20.7974 21.2757 21.0658
C 21.0197 21.6278 22.4411
C 22.1970 21.1594 23.1124
C 23.1290 20.3368 22.3656
C 22.8320 19.8589 21.0798
C 23.7772 19.0280 20.3797
O 24.9510 18.9299 20.7116
C 23.2599 18.2824 19.1202
C 23.9399 17.1080 18.6364
C 23.4350 16.6241 17.4334
C 22.2991 17.0864 16.8061
C 21.6228 18.1670 17.3422
C 22.1468 18.8396 18.4485
H 19.9497 21.6850 20.4968
H 20.3330 22.2288 22.9997
H 22.4328 21.4513 24.1318
H 24.0300 19.9946 22.8616
H 24.8700 16.8194 19.1155
H 23.9185 15.7580 16.9778
H 21.9626 16.5731 15.9093
H 20.6786 18.4442 16.9057
C 24.7459 21.7703 15.4722
C 25.3968 20.5487 14.8092
C 26.2909 19.8202 15.8759
C 24.2324 19.6529 14.3916
C 24.7016 18.4636 13.5572
C 25.4117 19.0444 12.3346
C 26.5404 20.0474 12.6423
C 27.7580 19.2575 13.1649
C 26.9420 20.7926 11.3607
N 26.0234 21.0168 13.5997
O 27.2339 21.7725 14.0647
H 24.3731 21.4093 16.4300
H 25.4350 22.5797 15.6857
H 24.0038 22.2285 14.8032
H 25.9987 20.1263 16.8718
H 26.1407 18.7138 15.8317
H 27.3470 19.9867 15.6550
H 23.8018 19.2498 15.3235
H 23.3932 20.1817 13.9529
H 25.4347 17.8478 14.0884
H 23.8357 17.8475 13.2682
H 24.6850 19.5917 11.7220
H 25.9494 18.2453 11.7805
H 28.3446 18.8835 12.3428
H 27.4092 18.5296 13.8572
H 28.5145 19.9082 13.5795
H 26.8532 20.1576 10.4801
H 27.9819 21.0656 11.3161
H 26.2288 21.6182 11.3693
H 26.9739 22.6154 13.6642
C 21.9949 25.3499 30.6183
C 22.5265 24.6382 29.4255
C 21.6290 25.0797 28.2416
C 23.9372 25.0062 29.1991
C 24.6722 24.2363 28.1351
C 24.6049 22.8194 28.5787
C 23.2160 22.2314 28.8214
C 22.5287 22.0851 27.4197
C 23.2636 20.8730 29.5104
N 22.5759 23.2002 29.7356
O 21.1406 22.7686 29.8287
H 21.9029 26.4004 30.3552
H 20.9830 25.0437 30.9117
H 22.6754 25.2133 31.4592
H 21.5308 26.1514 28.2118
H 21.9615 24.7840 27.2375
H 20.6510 24.6284 28.4131
H 23.9365 26.0723 28.9210
H 24.3679 24.9646 30.2000
H 24.1822 24.4522 27.1680
H 25.7097 24.5547 28.0128
H 25.2263 22.6991 29.4840
H 25.1383 22.2549 27.8124
H 22.9462 22.7161 26.6351
H 21.4642 22.2259 27.6147
H 22.6327 21.0963 26.9813
H 22.2811 20.3890 29.4854
H 23.6267 21.0311 30.5393
H 23.9155 20.2261 28.9045
H 21.1260 22.5682 30.7680
C 22.0568 13.0809 22.0029
C 22.0731 13.9615 23.3144
C 20.6455 14.3962 23.6941
C 22.6360 13.1105 24.5015
C 24.1558 12.9543 24.3875
C 24.8170 14.3125 24.2851
C 24.3778 15.0663 23.0450
C 25.0190 16.4511 23.0661
C 24.8467 14.3740 21.6818
N 22.8898 15.2239 23.2267
O 22.4516 15.8345 22.0173
H 21.0643 12.6460 22.1156
H 22.1381 13.6105 21.0524
H 22.7602 12.2468 21.9143
H 20.6641 15.0198 24.6011
H 20.2722 14.9897 22.8368
H 19.9406 13.5592 23.7443
H 22.4854 13.7500 25.3686
H 22.1783 12.1299 24.6618
H 24.5498 12.3222 25.1810
H 24.5284 12.3620 23.5429
H 25.8055 13.9632 24.0144
H 24.9223 14.9093 25.2030
H 24.4776 17.0120 23.8470
H 24.9025 16.9428 22.1075
H 26.0871 16.3910 23.2585
H 24.2742 14.7941 20.8606
H 25.0144 13.3213 21.6209
H 25.8619 14.7382 21.4607
H 21.9622 16.6101 22.3206
C 15.4976 22.5750 23.6705
C 15.9171 23.6944 24.7096
C 14.8797 24.7966 24.5747
C 15.9506 23.0485 26.0136
C 16.7507 23.7151 27.1270
C 18.1490 23.9521 26.5445
C 18.1858 24.6932 25.2251
C 17.8171 26.1687 25.5512
C 19.6280 24.6798 24.6832
N 17.3125 24.0098 24.2872
O 17.1640 24.8037 23.0577
H 16.1162 21.6861 23.8353
H 14.5225 22.2120 23.9869
H 15.5357 22.8868 22.6309
H 13.9257 24.2742 24.6963
H 14.9147 25.4999 25.4145
H 14.9565 25.2857 23.6228
H 14.9238 23.0761 26.3704
H 16.2555 21.9919 25.9723
H 16.2082 24.6271 27.2972
H 16.9090 23.0364 27.9346
H 18.6920 22.9983 26.4892
H 18.7394 24.5879 27.2086
H 18.6853 26.8073 25.7240
H 17.2559 26.2036 26.4718
H 17.2052 26.5418 24.7305
H 20.3571 24.8025 25.4881
H 19.8715 25.4553 23.9681
H 19.7122 23.6527 24.2932
H 17.4468 24.1206 22.4497
C 19.0856 13.0129 15.3481
C 20.3023 12.4121 16.1520
C 21.4749 12.1334 15.1899
C 20.7834 13.4832 17.1303
C 19.9517 13.6680 18.3372
C 19.7027 12.3213 19.0197
C 19.1932 11.2121 18.0886
C 19.2279 9.7961 18.8192
C 17.6980 11.5394 17.7030
N 20.0653 11.1562 16.8954
O 19.3689 10.3227 15.9092
H 19.5290 13.4309 14.4358
H 18.3628 12.2606 15.0257
H 18.5017 13.7597 15.8834
H 21.1307 11.5076 14.3839
H 21.7614 13.1117 14.7726
H 22.3457 11.7374 15.6827
H 21.8207 13.3298 17.4890
H 20.8738 14.4502 16.5875
H 20.3387 14.4252 19.0500
H 18.9386 13.9757 18.0150
H 18.8818 12.5908 19.6738
H 20.5175 11.9219 19.6133
H 20.2506 9.3571 18.8553
H 18.5370 9.1228 18.3166
H 18.7571 9.8564 19.8071
H 17.4159 12.5679 17.8953
H 16.9529 10.9345 18.2369
H 17.5559 11.3870 16.6361
H 19.8889 9.5184 16.0126